## 1
Below is a cluster of 2 separate species, C3H11BrSi2 in total, with properties calculated with the ωB97M-V functional and the def2-TZVPD basis.

Output
LUMO: -2.22 eV
Net charge: 0
Highest occupied orbital energy: -8.7191 eV

Positions of all 17 atoms, in Å:
C  -0.242  -1.308  -1.207
C  2.076  0.047  -0.097
C  -0.320  -0.225  1.922
Si  -1.026  1.934  -0.898
Si  0.141  0.066  0.097
Br  -3.727  0.365  0.776
H  -1.266  -1.614  -1.127
H  0.014  -1.245  -2.256
H  0.431  -2.143  -0.919
H  2.430  0.037  -1.139
H  2.625  0.785  0.403
H  2.460  -0.798  0.395
H  0.595  -0.500  2.570
H  -0.837  0.573  2.443
H  -1.044  -1.077  1.937
H  -0.899  3.289  -0.466
H  -1.412  1.815  -2.435

=====

## 2
Below is a structure of composition C3H11BrSi2, with properties calculated with the ωB97M-V functional and the def2-TZVPD basis.

Output
LUMO: 0.43 eV
Net charge: 0
Highest occupied orbital energy: -9.5738 eV

Positions of all 17 atoms, in Å:
C  -0.147  1.905  -0.273
C  1.045  -0.216  1.636
C  1.288  -0.593  -1.465
Si  -1.822  -1.133  0.110
Si  0.179  0.038  -0.051
Br  -3.543  0.294  0.234
H  -0.605  2.128  -1.232
H  -0.814  2.285  0.497
H  0.779  2.473  -0.213
H  0.939  -1.237  2.000
H  2.110  -0.006  1.572
H  0.630  0.444  2.396
H  2.091  0.114  -1.662
H  1.748  -1.547  -1.220
H  0.735  -0.725  -2.393
H  -2.578  -2.259  -1.224
H  -2.035  -1.967  1.288

=====

2 comes first in stability; the runner-up is 233.2 kJ/mol higher.

=====

## 1
Below is a cluster of 6 separate species, C12H36O6 in total, with properties calculated with the ωB97M-V functional and the def2-TZVPD basis.

Output
LUMO: 0.47 eV
Net charge: 0
Highest occupied orbital energy: -9.6928 eV

Positions of all 54 atoms, in Å:
C  -1.521  2.323  -3.322
C  -0.406  2.484  -2.353
C  -0.464  3.804  -1.601
O  -0.299  1.560  -1.344
H  -1.428  1.298  -3.682
H  -1.397  3.158  -4.011
H  -2.414  2.506  -2.724
H  0.506  2.444  -2.948
H  -1.359  3.997  -1.009
H  -0.389  4.678  -2.248
H  0.429  3.974  -1.001
H  -1.153  1.158  -1.169
C  4.262  2.538  -1.622
C  4.018  1.379  -0.657
C  4.578  0.035  -1.254
O  4.866  1.796  0.388
H  5.255  2.977  -1.725
H  3.705  3.420  -1.304
H  3.895  2.277  -2.615
H  2.975  1.334  -0.342
H  5.656  0.127  -1.118
H  4.368  -0.252  -2.284
H  4.216  -0.741  -0.580
H  5.730  1.727  -0.025
C  -2.795  -2.872  3.002
C  -3.653  -1.672  3.466
C  -3.295  -1.147  4.850
O  -3.256  -0.550  2.724
H  -1.727  -2.676  2.917
H  -3.032  -3.053  1.954
H  -3.128  -3.782  3.502
H  -4.713  -1.727  3.215
H  -4.100  -0.507  5.210
H  -2.364  -0.581  4.893
H  -3.294  -1.937  5.602
H  -2.405  -0.848  2.395
C  -2.112  -3.372  -0.752
C  -1.011  -2.331  -0.492
C  -0.726  -1.536  -1.788
O  -1.576  -1.440  0.493
H  -3.033  -2.903  -1.097
H  -2.418  -4.072  0.026
H  -1.762  -3.982  -1.585
H  -0.058  -2.710  -0.125
H  0.025  -0.755  -1.676
H  -1.670  -1.035  -2.003
H  -0.359  -2.022  -2.692
H  -2.426  -1.238  0.095
O  3.448  -0.920  2.100
H  4.081  -0.202  2.081
H  2.629  -0.525  1.800
O  0.664  0.122  1.065
H  0.462  0.803  0.423
H  -0.027  -0.530  0.948

=====

## 2
Below is a cluster of 6 separate species, C12H36O6 in total, with properties calculated with the ωB97M-V functional and the def2-TZVPD basis.

Output
LUMO: 0.23 eV
Net charge: 0
Highest occupied orbital energy: -10.0211 eV

Positions of all 54 atoms, in Å:
C  -4.522  3.179  -4.059
C  -4.946  2.519  -2.683
O  -6.278  2.116  -2.722
H  -4.673  4.256  -3.975
H  -5.093  2.796  -4.905
H  -3.500  2.948  -4.356
H  -4.759  3.186  -1.841
H  -4.289  1.656  -2.574
H  -6.268  1.156  -2.698
C  -6.767  -1.713  1.862
C  -5.255  -1.434  1.857
O  -4.584  -2.478  1.160
H  -7.238  -0.831  2.297
H  -6.951  -2.652  2.383
H  -7.264  -1.853  0.902
H  -4.900  -1.394  2.887
H  -4.771  -0.538  1.469
H  -4.381  -3.112  1.852
C  -0.648  -4.751  -4.006
C  -0.688  -3.430  -3.176
O  0.525  -3.406  -2.471
H  -1.083  -5.530  -3.380
H  0.296  -5.025  -4.478
H  -1.370  -4.746  -4.823
H  -1.533  -3.374  -2.491
H  -0.736  -2.512  -3.762
H  0.503  -2.514  -2.117
C  3.000  -0.850  3.768
C  3.860  -0.329  4.953
O  3.191  -0.741  6.206
H  3.034  -1.939  3.814
H  3.382  -0.568  2.787
H  1.972  -0.488  3.757
H  3.983  0.736  4.757
H  4.829  -0.818  4.850
H  2.405  -0.217  6.377
C  0.587  2.273  -0.312
C  -0.468  1.410  0.473
O  -0.308  0.033  0.213
H  0.239  2.264  -1.345
H  1.596  1.868  -0.382
H  0.729  3.255  0.138
H  -1.451  1.794  0.200
H  -0.328  1.624  1.533
H  -1.010  -0.485  0.615
C  7.188  2.482  -0.178
C  8.300  1.945  0.578
O  9.056  1.015  -0.191
H  6.627  3.135  0.490
H  6.440  1.714  -0.374
H  7.423  3.034  -1.088
H  7.991  1.311  1.409
H  8.963  2.648  1.082
H  9.941  1.373  -0.284

=====

1 comes first in stability; the runner-up is 161.1 kJ/mol higher.

=====

## 1
Below is a cluster of 4 separate species, CH9O3S in total, with properties calculated with the ωB97M-V functional and the def2-TZVPD basis.

Output
LUMO: 3.97 eV
Net charge: -1
Highest occupied orbital energy: -3.0558 eV

Positions of all 14 atoms, in Å:
C  0.176  1.725  0.016
S  -1.235  1.115  -1.029
H  1.000  2.080  -0.598
H  -0.206  2.561  0.601
H  0.484  0.920  0.680
H  1.427  -0.657  -1.201
H  1.657  0.510  -1.977
O  2.151  -0.288  -1.731
H  -1.150  -1.096  -0.780
H  -0.691  -2.452  -0.212
O  -1.392  -1.801  -0.111
H  -0.695  -0.348  2.683
H  -1.070  -1.106  1.435
O  -0.455  -1.162  2.223

=====

## 2
Below is a cluster of 4 separate species, CH9O3S in total, with properties calculated with the ωB97M-V functional and the def2-TZVPD basis.

Output
LUMO: 3.96 eV
Net charge: -1
Highest occupied orbital energy: -3.0846 eV

Positions of all 14 atoms, in Å:
C  0.161  -0.817  -1.000
S  0.078  0.418  0.352
H  -0.541  -0.571  -1.803
H  1.143  -0.826  -1.481
H  -0.064  -1.830  -0.664
H  3.025  1.209  1.677
H  3.175  -0.247  1.581
O  3.713  0.554  1.593
H  -1.310  -2.664  1.412
H  -1.106  -1.114  1.537
O  -1.786  -1.835  1.496
H  -1.665  3.225  -1.718
H  -2.383  1.820  -1.279
O  -2.442  2.678  -1.702

=====

1 comes first in stability; the runner-up is 5.0 kJ/mol higher.

=====

## 1
Below is a cluster of 2 separate species, C3H12N4 in total, with properties calculated with the ωB97M-V functional and the def2-TZVPD basis.

Output
LUMO: -6.84 eV
Net charge: +2
Highest occupied orbital energy: -17.5211 eV

Positions of all 19 atoms, in Å:
C  -3.075  -0.084  0.470
C  3.389  0.151  0.523
C  1.114  0.075  -0.479
N  -4.301  0.068  0.844
N  1.623  -0.664  -1.384
N  -2.636  -0.306  -0.757
N  2.028  0.703  0.424
H  3.330  -0.883  0.646
H  4.103  0.417  -0.263
H  3.853  0.707  1.407
H  -2.332  -0.025  1.332
H  -4.712  0.103  1.734
H  -5.025  0.123  0.174
H  1.046  -1.122  -2.029
H  2.592  -0.981  -1.617
H  -1.624  -0.132  -0.993
H  -3.307  -0.254  -1.531
H  2.125  1.668  0.139
H  1.810  0.438  1.358

=====

## 2
Below is a cluster of 2 separate species, C3H12N4 in total, with properties calculated with the ωB97M-V functional and the def2-TZVPD basis.

Output
LUMO (spin up / spin down): -9.07 / -9.47 eV
Net charge: +2
Highest occupied orbital energy (spin up / spin down): -17.0818 / -16.4950 eV

Positions of all 19 atoms, in Å:
C  -0.785  -0.621  -0.226
C  -2.740  0.772  0.262
C  1.811  0.022  -0.371
N  -1.463  -1.656  -0.716
N  1.993  1.276  -0.635
N  -1.316  0.492  0.239
N  2.324  -0.579  0.864
H  -2.959  1.745  0.685
H  -3.278  0.011  0.785
H  -3.053  0.800  -0.777
H  1.353  -0.670  -1.127
H  -0.852  -2.381  -1.126
H  -2.316  -1.939  -0.198
H  2.041  1.691  -1.567
H  2.566  1.806  -0.033
H  -0.841  1.343  0.218
H  3.314  -0.284  1.087
H  1.968  -0.296  1.871
H  2.232  -1.531  0.766

=====

1 comes first in stability; the runner-up is 210.0 kJ/mol higher.

=====

## 1
Below is the ion C8H17N2 with charge +1, with properties calculated with the ωB97M-V functional and the def2-TZVPD basis.

Output
LUMO: -3.60 eV
Net charge: +1
Highest occupied orbital energy: -13.1221 eV

Positions of all 27 atoms, in Å:
N  0.980  -1.624  0.642
C  1.927  -1.332  -0.441
C  2.618  0.016  -0.213
C  1.733  1.173  0.267
C  0.490  1.531  -0.595
C  -0.774  0.787  -0.231
N  -1.445  1.070  0.851
C  -2.698  0.310  1.021
C  -2.561  -0.793  -0.055
C  -1.554  -0.198  -1.052
H  0.561  -2.531  0.483
H  1.484  -1.719  1.516
H  2.703  -2.103  -0.573
H  1.357  -1.314  -1.380
H  3.414  -0.102  0.537
H  3.125  0.303  -1.148
H  1.398  0.995  1.301
H  2.359  2.074  0.294
H  0.704  1.413  -1.662
H  0.273  2.598  -0.425
H  -1.132  1.766  1.509
H  -2.775  -0.062  2.047
H  -3.536  0.986  0.821
H  -2.146  -1.689  0.413
H  -3.513  -1.042  -0.524
H  -2.064  0.405  -1.822
H  -0.928  -0.918  -1.582

=====

## 2
Below is the ion C8H17N2 with charge +1, with properties calculated with the ωB97M-V functional and the def2-TZVPD basis.

Output
LUMO: -2.97 eV
Net charge: +1
Highest occupied orbital energy: -13.7182 eV

Positions of all 27 atoms, in Å:
C  1.083  0.520  -1.920
C  0.892  0.122  -0.462
N  1.472  1.234  0.269
C  1.240  -1.327  0.114
C  -0.191  -1.761  0.639
C  -0.471  -0.820  1.932
C  -1.055  0.467  1.284
C  -0.758  0.251  -0.193
N  -1.131  1.532  -0.888
C  -1.147  -1.183  -0.386
H  1.154  1.579  -2.095
H  0.216  0.115  -2.540
H  2.049  0.162  -2.417
H  2.495  1.261  0.153
H  1.244  1.107  1.210
H  1.920  -1.146  0.908
H  1.796  -2.028  -0.524
H  -0.379  -2.751  0.935
H  0.298  -0.634  2.577
H  -1.306  -1.279  2.433
H  -2.088  0.581  1.595
H  -0.634  1.387  1.624
H  -1.686  1.959  -0.167
H  -1.684  1.502  -1.716
H  -0.144  1.836  -0.937
H  -0.940  -1.467  -1.396
H  -2.246  -1.219  -0.029

=====

1 comes first in stability; the runner-up is 192.8 kJ/mol higher.

=====

## 1
Below is a structure of composition C29H29CsN10O6SSe3Te, with properties calculated with the ωB97M-V functional and the def2-TZVPD basis.

Output
LUMO: 3.59 eV
Net charge: -2
Highest occupied orbital energy: -1.2332 eV

Positions of all 80 atoms, in Å:
Cs  -0.809  -2.363  0.546
N  -3.828  -2.284  4.850
C  -3.518  -1.739  3.665
N  -2.276  -2.026  3.356
C  -1.865  -2.778  4.414
N  -2.775  -2.960  5.350
C  -0.512  -3.352  4.506
C  -0.017  -3.879  5.698
N  1.203  -4.393  5.784
C  1.933  -4.369  4.671
C  1.449  -3.844  3.481
N  0.221  -3.345  3.400
H  -4.718  -2.309  5.314
H  -4.213  -1.186  3.055
H  -0.630  -3.878  6.591
H  2.936  -4.776  4.728
H  2.053  -3.799  2.581
Se  -6.323  -0.784  -0.932
Se  -5.185  -2.118  0.623
Te  -4.090  -3.941  -0.833
Se  -2.946  -5.250  0.953
C  -3.864  -2.128  -4.837
C  -3.858  -0.996  -3.824
S  -4.364  0.533  -4.568
O  -5.675  0.364  -5.149
O  -3.302  1.041  -5.415
C  -4.538  1.635  -3.170
C  -3.289  2.451  -2.862
N  -2.104  1.638  -2.598
C  -1.947  0.801  -1.537
N  -0.885  0.022  -1.683
C  -0.331  0.350  -2.876
C  -1.059  1.347  -3.456
N  -0.686  2.098  -4.606
O  -1.159  3.212  -4.768
O  0.140  1.590  -5.346
C  -2.869  0.766  -0.376
H  -3.568  -3.045  -4.328
H  -3.167  -1.937  -5.654
H  -4.863  -2.267  -5.248
H  -2.862  -0.829  -3.410
H  -4.564  -1.173  -3.002
H  -4.903  1.026  -2.330
H  -5.347  2.308  -3.458
H  -3.479  3.064  -1.979
H  -3.048  3.108  -3.689
H  0.575  -0.100  -3.247
H  -3.184  1.769  -0.087
H  -2.354  0.311  0.468
H  -3.773  0.181  -0.589
O  2.744  -2.541  0.758
C  2.709  -1.335  0.991
N  3.873  -0.537  0.959
C  3.471  0.858  0.964
C  1.952  0.700  1.334
O  1.246  1.674  1.546
N  1.615  -0.599  1.319
C  3.635  1.468  -0.424
C  4.891  1.908  -0.836
C  5.092  2.380  -2.125
C  4.033  2.426  -3.021
C  2.777  1.997  -2.617
C  2.577  1.522  -1.327
C  4.169  1.685  2.028
C  3.903  3.051  2.113
C  4.505  3.825  3.091
C  5.386  3.248  3.999
C  5.649  1.890  3.923
C  5.041  1.112  2.943
H  4.560  -0.833  0.281
H  5.716  1.888  -0.133
H  6.077  2.717  -2.427
H  4.182  2.796  -4.027
H  1.948  2.032  -3.314
H  1.590  1.198  -1.019
H  3.204  3.494  1.416
H  4.282  4.883  3.149
H  5.857  3.854  4.764
H  6.327  1.427  4.630
H  5.229  0.048  2.886

=====

## 2
Below is a structure of composition C29H29CsN10O6SSe3Te, with properties calculated with the ωB97M-V functional and the def2-TZVPD basis.

Output
LUMO: 3.48 eV
Net charge: -2
Highest occupied orbital energy: -1.1295 eV

Positions of all 80 atoms, in Å:
Cs  -0.741  -0.437  0.009
N  3.886  -0.764  -0.542
C  2.819  -0.968  -1.315
N  2.084  0.130  -1.387
C  2.761  0.978  -0.569
N  3.862  0.478  -0.037
C  2.255  2.315  -0.218
C  3.109  3.403  -0.022
N  2.655  4.609  0.290
C  1.336  4.724  0.433
C  0.484  3.643  0.270
N  0.939  2.441  -0.069
H  4.463  -1.547  -0.172
H  2.600  -1.926  -1.759
H  4.178  3.272  -0.131
H  0.944  5.701  0.692
H  -0.584  3.731  0.436
Se  -1.435  -3.655  1.443
Se  0.376  -3.933  -0.021
Te  2.283  -3.245  1.583
Se  4.374  -3.828  0.338
C  1.248  4.641  4.093
C  0.141  3.601  4.192
S  -0.399  3.485  5.878
O  -1.137  4.681  6.211
O  0.735  3.121  6.702
C  -1.552  2.117  5.905
C  -0.891  0.777  6.203
N  -0.032  0.320  5.119
C  -0.472  0.000  3.871
N  0.517  -0.067  3.001
C  1.655  0.209  3.690
C  1.342  0.459  4.995
N  2.244  0.600  6.088
O  1.859  0.298  7.208
O  3.371  0.978  5.826
C  -1.894  -0.258  3.524
H  1.598  4.699  3.064
H  2.091  4.366  4.727
H  0.888  5.625  4.395
H  0.500  2.613  3.899
H  -0.749  3.834  3.608
H  -2.100  2.150  4.959
H  -2.243  2.375  6.709
H  -1.662  0.024  6.368
H  -0.285  0.844  7.100
H  2.632  0.160  3.236
H  -2.527  -0.388  4.400
H  -1.921  -1.177  2.929
H  -2.282  0.564  2.917
O  -2.912  3.168  3.121
C  -3.240  2.952  1.958
N  -4.354  3.581  1.381
C  -4.352  3.330  -0.048
C  -3.242  2.231  -0.112
O  -2.992  1.620  -1.146
N  -2.631  2.109  1.076
C  -3.931  4.580  -0.818
C  -4.795  5.675  -0.826
C  -4.434  6.861  -1.443
C  -3.201  6.966  -2.076
C  -2.345  5.877  -2.089
C  -2.708  4.687  -1.467
C  -5.671  2.791  -0.570
C  -5.824  2.565  -1.937
C  -7.010  2.054  -2.435
C  -8.065  1.765  -1.577
C  -7.917  1.985  -0.217
C  -6.724  2.492  0.285
H  -4.553  4.507  1.728
H  -5.766  5.587  -0.350
H  -5.116  7.703  -1.436
H  -2.914  7.891  -2.560
H  -1.386  5.944  -2.588
H  -2.046  3.832  -1.509
H  -4.996  2.774  -2.601
H  -7.111  1.872  -3.498
H  -8.993  1.365  -1.967
H  -8.728  1.754  0.462
H  -6.596  2.648  1.348

=====

2 comes first in stability; the runner-up is 44.2 kJ/mol higher.